[1]
The following is a quantum chemistry calculation of an isolated molecule of C4H7NOS at a distorted geometry, from the Open Molecules 2025 dataset.

Each line ends with the natural charge from an NBO analysis.
Element x y z (Å)
O: -0.55 1.90 0.54  -0.533
C: -0.25 1.36 -0.53  0.445
C: -0.34 -0.15 -0.73  -0.448
S: -1.79 -0.84 0.12  -0.031
C: 0.95 -0.83 -0.27  -0.087
C: 1.67 -0.43 0.94  -0.263
N: 2.17 0.00 -0.36  -0.623
H: 0.16 2.00 -1.38  0.144
H: -0.51 -0.31 -1.79  0.236
H: -1.65 -0.11 1.25  0.152
H: 1.01 -1.89 -0.62  0.214
H: 1.34 0.44 1.54  0.222
H: 2.30 -1.21 1.45  0.203
H: 3.01 -0.46 -0.73  0.368

Values from the calculation:
frontier orbital gap = 9.980 eV
LUMO = 0.73 eV
HOMO energy = -9.25 eV
F_max = 2.32 eV Å⁻¹
SMILES = O=C[C@H](S)[C@@H]1CN1
E = -684.73431 Eh
ΔE to the lowest compared entry with this formula, charge and spin = 45.7 kcal per mole

***

[2]
The following is a quantum chemistry calculation of an isolated molecule of C6H10N2 at a distorted geometry, from the Open Molecules 2025 dataset.

Each line ends with the natural charge from an NBO analysis.
Element x y z (Å)
C: 0.83 -0.78 1.77  -0.448
C: -0.34 -1.55 0.96  -0.197
N: 0.13 -1.11 -0.27  -0.447
C: -0.89 -0.59 -1.34  -0.234
C: -0.27 0.92 -1.22  -0.097
N: -0.29 2.32 -0.77  -0.523
C: -0.07 1.03 0.18  -0.096
C: 0.92 0.02 0.46  -0.074
H: 1.89 -1.08 2.07  0.231
H: 0.53 -0.23 2.73  0.213
H: -0.40 -2.75 1.25  0.180
H: -1.39 -1.14 1.18  0.172
H: -1.93 -0.81 -1.03  0.195
H: -0.81 -1.28 -2.15  0.215
H: 0.79 0.75 -1.54  0.161
H: 0.49 2.68 -1.16  0.342
H: -0.91 0.88 0.98  0.211
H: 1.83 0.19 0.07  0.196

Values from the calculation:
frontier orbital gap = 9.545 eV
LUMO = 1.03 eV
HOMO energy = -8.51 eV
F_max = 5.80 eV Å⁻¹
SMILES = C1CN2C[C@H]3N[C@@H]3[C@@H]12
E = -343.86443 Eh
ΔE to the lowest compared entry with this formula, charge and spin = 170.9 kcal per mole

***

[3]
The following is a quantum chemistry calculation of the ion C7H6NO4S2 with charge -1 at a distorted geometry, from the Open Molecules 2025 dataset.

Each line ends with the natural charge from an NBO analysis.
Element x y z (Å)
O: 1.25 0.11 -2.28  -0.780
C: 0.52 -0.84 -2.64  0.776
O: 0.45 -1.49 -3.68  -0.713
C: -0.52 -1.27 -1.53  -0.613
C: -1.22 -0.05 -0.94  0.126
N: -2.32 0.50 -1.58  -0.407
C: -2.66 1.57 -0.98  -0.124
S: -1.72 2.12 0.37  0.332
C: -0.79 0.62 0.20  -0.179
C: 0.26 0.30 1.21  -0.448
C: 1.38 -0.48 0.44  -0.657
S: 0.53 -1.96 -0.21  2.149
O: 1.48 -2.94 -0.73  -0.936
O: -0.29 -2.43 0.89  -0.992
H: -1.14 -2.05 -2.03  0.285
H: -3.43 2.30 -1.17  0.192
H: 0.54 1.24 1.91  0.212
H: -0.25 -0.39 1.78  0.246
H: 1.69 -0.04 -0.45  0.300
H: 2.21 -0.75 1.05  0.230

Values from the calculation:
total charge = -1
frontier orbital gap = 7.556 eV
LUMO = 2.63 eV
HOMO energy = -4.93 eV
F_max = 2.84 eV Å⁻¹
SMILES = O=C([O-])[C@@H]1c2ncsc2CCS1(=O)=O
E = -1422.48241 Eh
ΔE to the lowest compared entry with this formula, charge and spin = 7.1 kcal per mole

***

[4]
The following is a quantum chemistry calculation of a cluster of 2 separate species, C5H13NO in total at a distorted geometry, from the Open Molecules 2025 dataset.

Each line ends with the natural charge from an NBO analysis.
Element x y z (Å)
C: 0.58 1.40 -1.81  -0.647
C: -0.11 0.68 -0.69  -0.031
C: 0.11 -0.81 -0.67  -0.630
C: -1.01 1.30 0.08  0.168
C: -1.50 0.81 1.42  -0.638
N: -1.40 2.68 -0.20  -0.863
H: 1.36 2.09 -1.47  0.217
H: -0.10 2.01 -2.43  0.214
H: 1.04 0.70 -2.51  0.212
H: -0.28 -1.27 0.23  0.214
H: 1.18 -1.01 -0.73  0.206
H: -0.29 -1.30 -1.56  0.218
H: -2.58 0.63 1.44  0.218
H: -0.99 -0.14 1.63  0.200
H: -1.15 1.48 2.20  0.221
H: -0.60 3.30 -0.26  0.362
H: -1.86 2.66 -1.10  0.359
O: 2.33 -5.37 1.97  -0.934
H: 3.26 -5.11 1.85  0.467
H: 1.99 -4.71 2.59  0.467

Values from the calculation:
frontier orbital gap = 9.440 eV
LUMO = 0.75 eV
HOMO energy = -8.69 eV
F_max = 1.42 eV Å⁻¹
SMILES = CC(C)=C(C)N.O
E = -328.26805 Eh
ΔE to the lowest compared entry with this formula, charge and spin = 31.9 kcal per mole

***

[5]
The following is a quantum chemistry calculation of an isolated molecule of C6H11NO at a distorted geometry, from the Open Molecules 2025 dataset.

Each line ends with the natural charge from an NBO analysis.
Element x y z (Å)
C: -0.09 -1.72 -2.82  -0.406
C: 0.15 -1.01 -1.73  -0.166
C: -0.85 -0.12 -1.05  -0.431
C: -0.92 -0.42 0.47  -0.504
C: 0.36 -0.05 1.18  0.671
O: 1.10 -0.92 1.61  -0.620
N: 0.69 1.26 1.38  -0.625
C: -0.18 2.39 1.06  -0.417
H: -1.11 -1.85 -3.15  0.195
H: 0.76 -2.26 -3.23  0.205
H: 1.12 -0.99 -1.25  0.204
H: -1.86 -0.20 -1.45  0.211
H: -0.52 0.91 -1.18  0.210
H: -1.81 0.05 0.90  0.219
H: -1.11 -1.46 0.68  0.243
H: 1.35 1.34 2.13  0.406
H: -1.17 2.06 0.79  0.206
H: 0.25 2.94 0.22  0.193
H: -0.17 3.09 1.90  0.206

Values from the calculation:
frontier orbital gap = 10.383 eV
LUMO = 0.85 eV
HOMO energy = -9.54 eV
F_max = 1.09 eV Å⁻¹
SMILES = C=CCCC(=O)NC
E = -365.19385 Eh
ΔE to the lowest compared entry with this formula, charge and spin = 23.6 kcal per mole

***

[6]
The following is a quantum chemistry calculation of a cluster of 2 separate species, C2H8N2 in total at a distorted geometry, from the Open Molecules 2025 dataset.

Each line ends with the natural charge from an NBO analysis.
Element x y z (Å)
H: -0.18 0.77 -2.43  0.336
N: -0.05 0.67 -1.44  -0.665
C: 1.13 0.14 -1.51  0.275
N: 2.17 -0.18 -0.49  -0.842
H: 1.44 -0.17 -2.49  0.132
H: 2.75 -1.03 -0.77  0.385
H: 1.95 -0.16 0.45  0.381
C: -1.79 -0.04 1.80  -0.872
H: -1.11 0.84 1.89  0.218
H: -1.31 -0.98 2.00  0.212
H: -2.17 -0.11 0.65  0.224
H: -2.83 0.25 2.34  0.216

Values from the calculation:
frontier orbital gap = 10.688 eV
LUMO = 0.89 eV
HOMO energy = -9.80 eV
F_max = 5.16 eV Å⁻¹
SMILES = [H]/N=C/N.C
E = -190.45103 Eh
ΔE to the lowest compared entry with this formula, charge and spin = 30.0 kcal per mole

***

> Which value of frontier orbital gap does entry 6 give?

10.688 eV